Formula: C4H7N3
Source: OMol25
Level of theory: the ωB97M-V functional and the def2-TZVPD basis

Atoms and positions in Å:
N: 1.1768 -0.0542 -0.6966
N: -1.0106 0.8864 -1.0780
N: -2.1916 0.3480 -0.6810
C: 2.2827 0.1015 0.2334
C: -2.0266 -0.5184 0.3285
C: -0.7474 -0.4585 0.8529
C: -0.1135 0.1792 -0.2437
H: -0.4603 -0.7638 1.8766
H: 3.2337 0.0593 -0.3073
H: 2.2774 -0.7021 0.9814
H: 2.2038 1.0617 0.7529
H: 1.2533 0.4760 -1.5511
H: -2.7574 -1.2886 0.4580
H: -3.1205 0.6735 -0.9261

Results
- Total charge: 0
- 2S+1: 1
- Structure (SMILES): CNc1cc[nH]n1
- E_tot: -8729.768 eV
- HOMO-LUMO gap: 8.92 eV

***

Formula: C13H16O4
Source: OMol25
Level of theory: the ωB97M-V functional and the def2-TZVPD basis

Atoms and positions in Å:
O: 0.9594 1.4917 -2.6001
O: 1.5376 2.4779 3.3849
O: 0.4577 2.6104 1.0019
O: -0.5909 0.7885 0.2033
C: 0.0562 0.8437 -2.1438
C: 0.9111 -1.1389 -3.3726
C: 0.3273 0.6629 2.3538
C: 1.0549 1.2339 3.4186
C: 1.2863 0.4671 4.5651
C: -0.3063 -0.5428 -2.6612
C: -0.8297 1.4415 -1.0376
C: 0.0892 1.4572 1.1437
C: 0.8106 -0.8210 4.6562
C: -1.4359 -0.3251 -3.6826
C: -0.7761 -1.4887 -1.5567
C: 0.0892 -1.3843 3.6079
C: -0.1477 -0.6474 2.4707
H: 0.0034 -1.6200 -0.8102
H: 1.7181 -1.3077 -2.6634
H: 0.9988 -1.3975 5.5496
H: -1.8885 1.3095 -1.2742
H: -0.7077 -1.0692 1.6513
H: 1.2708 -0.4578 -4.1391
H: -0.5890 2.5061 -0.9400
H: -2.3315 0.0667 -3.2061
H: 0.6499 -2.0864 -3.8367
H: 1.8458 0.9190 5.3686
H: -1.6705 -1.1197 -1.0631
H: 1.2987 2.8880 2.5234
H: -1.1210 0.3711 -4.4565
H: -1.6853 -1.2738 -4.1523
H: -1.0027 -2.4608 -1.9899
H: -0.2824 -2.3941 3.6872

Results
- Total charge: 0
- 2S+1: 1
- Structure (SMILES): CC(C)(C)C(=O)COC(=O)c1ccccc1O
- E_tot: -21931.143 eV
- HOMO-LUMO gap: 9.21 eV

***

Formula: C36H35F3N6O13P
Source: OMol25
Level of theory: the ωB97M-V functional and the def2-TZVPD basis

Atoms and positions in Å:
P: 1.2354 0.8957 -1.4197
F: 7.8759 3.4512 -2.0718
F: 6.2133 4.7904 -1.7006
F: 7.1994 3.8167 -0.0528
O: 1.7927 -3.7019 -8.8257
O: 1.2412 2.2721 -2.2393
O: -6.8604 -5.1582 7.4625
O: -0.1261 -1.4411 3.7875
O: -7.0899 -3.0389 7.7641
O: 0.0701 0.7715 -0.5624
O: 1.3333 -0.2683 -2.5092
O: -3.3485 -4.6394 -3.9860
O: 0.6241 -3.0958 -10.5278
O: 1.6702 3.8430 2.5150
O: -3.3699 -2.4919 -4.0761
O: -0.5680 -0.6200 5.7252
O: 2.4187 4.4558 0.5974
N: 5.9056 2.5480 -1.4211
N: 1.9037 4.6901 1.6870
N: -3.0931 -3.5406 -3.5305
N: -6.4544 -4.0150 7.4198
N: -0.5224 -0.5482 4.5133
N: 0.7327 -3.5078 -9.3916
C: 5.2081 0.3197 -1.4732
C: 1.7986 7.0649 1.0584
C: -4.5929 -2.5030 6.8702
C: -2.8798 -3.8408 -8.5364
C: -5.0863 -3.7936 6.9083
C: -0.9811 0.7012 3.8799
C: -1.8178 2.9175 4.0738
C: 4.0259 1.2898 -1.2532
C: -2.3566 -3.4780 -2.2551
C: 0.6924 7.6664 3.5469
C: 1.4643 8.3714 1.3733
C: -3.0728 -4.6663 5.9937
C: -1.3961 1.7471 4.6852
C: -0.4013 -4.2349 -7.3360
C: -1.2733 -2.1756 -0.5856
C: 1.5676 6.0830 2.0061
C: -3.3122 -2.3017 6.3804
C: -1.9977 -4.6591 -1.6320
C: -0.8955 -3.3479 0.0575
C: 1.0186 6.3540 3.2480
C: -2.5533 -3.3792 5.9417
C: 6.2559 1.2510 -2.0898
C: -2.0210 -2.2360 -1.7504
C: -1.8283 3.0178 2.6870
C: -1.7247 -3.5846 -9.2595
C: -1.4084 1.9522 1.9053
C: -4.3519 -4.8842 6.4815
C: -2.8027 -4.2848 -7.2225
C: -1.5645 -4.4819 -6.6254
C: -0.5055 -3.7859 -8.6394
C: -1.2622 -4.5845 -0.4591
C: 6.8318 3.6930 -1.3117
C: 4.7370 2.5389 -0.8942
C: 2.7782 0.8690 -0.4867
C: 0.9128 8.6705 2.6128
C: -0.9785 0.7790 2.5009
H: -0.9718 -5.4950 0.0471
H: -2.1566 3.9357 2.2162
H: -0.3167 -3.2982 0.9713
H: 2.2241 6.8099 0.1001
H: 6.1435 1.3577 -3.1692
H: 0.2641 7.9043 4.5106
H: -2.2868 -5.6077 -2.0589
H: -1.3793 1.6453 5.7601
H: -1.5025 -4.8309 -5.6042
H: -4.7769 -5.8751 6.5339
H: -1.5535 -3.2108 5.5624
H: 4.3531 3.3786 -0.3135
H: -3.8442 -3.6885 -9.0015
H: -1.4043 2.0231 0.8274
H: -5.2025 -1.6823 7.2171
H: 2.6041 1.5287 0.3693
H: 1.9448 -0.1753 -3.2470
H: 2.8878 -0.1446 -0.0948
H: -0.6455 -0.0571 1.9061
H: -2.3194 -1.3396 -2.2733
H: 0.8540 5.5565 3.9569
H: -2.9001 -1.3028 6.3463
H: -2.1374 3.7518 4.6838
H: 1.6318 9.1564 0.6491
H: -2.4809 -5.5059 5.6551
H: 3.7333 1.5369 -2.2954
H: -0.9735 -1.2076 -0.2119
H: 1.6893 2.2975 -3.0903
H: 0.6513 9.6926 2.8513
H: 0.5725 -4.3806 -6.8935
H: 5.5658 -0.1381 -0.5512
H: -1.7619 -3.2327 -10.2794
H: 7.2790 1.0086 -1.8185
H: -3.7034 -4.4762 -6.6557
H: 4.9080 -0.4660 -2.1640

Results
- Total charge: +1
- 2S+1: 1
- E_tot: -90881.648 eV
- HOMO-LUMO gap: 5.91 eV

***

Formula: BrH2OZn2
Source: OMol25
Level of theory: the ωB97M-V functional and the def2-TZVPD basis

Atoms and positions in Å:
Br: -1.1750 0.4794 1.5668
Zn: 0.8806 1.1430 3.1601
Zn: -1.5683 -0.8815 -0.5661
O: 0.2362 -0.2819 -1.3066
H: 0.9494 -0.1186 -0.6738
H: 0.6770 -0.3404 -2.1805

Results
- Total charge: +3
- 2S+1: 1
- E_tot: -168921.190 eV
- HOMO-LUMO gap: 7.05 eV

***

Formula: ClH2OPS2
Source: OMol25
Level of theory: the ωB97M-V functional and the def2-TZVPD basis

Atoms and positions in Å:
Cl: -0.2392 1.6252 -1.5183
S: -1.4414 -1.4336 -1.1162
S: -1.7225 1.1067 1.4409
P: -1.3526 0.3328 -0.3141
O: 1.5214 -0.4065 0.7604
H: 1.6147 -1.3407 0.7847
H: 1.6196 0.1160 -0.0374

Results
- Total charge: 0
- 2S+1: 1
- E_tot: -45562.385 eV
- HOMO-LUMO gap: 8.15 eV

***

Formula: C6H6N2O
Source: OMol25
Level of theory: the ωB97M-V functional and the def2-TZVPD basis

Atoms and positions in Å:
O: -0.2143 0.7267 2.8580
N: 0.3924 -1.3272 1.7186
N: 1.4745 -1.2142 0.5943
C: -0.5981 -0.1917 -0.5601
C: -0.4182 0.3390 -1.9843
C: 0.0788 0.8601 -3.0526
C: -0.6551 0.7419 0.6658
C: 0.7562 -1.0141 -0.4773
C: -0.0706 0.0675 1.7555
H: -1.7852 1.1065 0.8909
H: -0.1358 1.8536 0.4541
H: -1.2913 -0.9274 -0.2226
H: 0.0087 1.4176 -3.9467
H: 1.4040 -1.1493 -1.2520
H: 1.0538 -1.2889 2.5585

Results
- Total charge: 0
- 2S+1: 1
- Structure (SMILES): C#C[C@H]1C=NNC(=O)C1
- E_tot: -11340.635 eV
- HOMO-LUMO gap: 10.15 eV

***

Question: HOMO-LUMO gap of number 1 (C4H7N3)?
Answer: 8.92 eV